(1)
26
Properties=species:S:1:pos:R:3:lowdin_charge:R:1 method="wB97M-V/def2-TZVPD" largest_force_ev_per_a=1.993 e_above_lowest_ev=3.110 e_lumo_ev=0.12 orbital_gap_ev=9.12
O 0.67 0.40 2.51 -0.230
O 1.05 0.28 0.18 -0.164
N -1.99 -1.55 -1.10 0.017
C -1.13 -0.59 -0.42 -0.231
C 0.40 -0.68 -0.64 -0.609
C 0.38 2.08 0.75 0.063
C 0.93 -2.06 -0.23 -0.020
C -0.87 2.36 1.50 -0.109
C 0.76 -0.39 -2.10 -0.029
H 0.32 2.21 -0.32 0.085
H -1.80 -2.50 -0.79 0.064
H 0.68 -2.26 0.81 0.090
H 0.32 -1.13 -2.78 0.077
H -1.31 -0.68 0.66 0.120
H 1.85 -0.42 -2.23 0.086
H 0.50 -2.85 -0.85 0.080
H -1.86 -1.52 -2.10 0.062
H -1.64 1.62 1.29 0.076
H 1.30 2.45 1.18 0.105
H 2.01 -2.09 -0.33 0.088
H 0.93 0.08 1.41 0.006
H 0.41 0.60 -2.40 0.081
H -0.71 2.40 2.57 0.074
H -1.45 0.41 -0.73 0.111
H 1.49 0.54 3.00 0.010
H -1.25 3.33 1.14 0.096

(2)
90
Properties=species:S:1:pos:R:3:lowdin_charge:R:1 method="wB97M-V/def2-TZVPD" largest_force_ev_per_a=0.458 e_lumo_ev=-8.85 orbital_gap_ev=5.93 charge=+3
Pd 0.94 -2.04 -0.87 0.867
S -3.98 3.93 1.35 0.831
P 0.94 2.33 1.17 1.115
P -0.51 -1.22 -2.35 0.972
O 0.79 -2.06 -2.99 -0.339
O 0.24 -2.54 -5.12 0.219
N -0.09 2.08 0.08 -0.121
N 2.53 -3.23 -0.08 0.027
N 1.08 -4.83 -2.52 0.011
N 0.62 -1.70 1.10 -0.022
C -0.62 4.58 4.07 -0.027
C 0.68 2.17 -4.16 -0.036
C 1.57 -1.98 3.31 -0.141
C 0.71 -2.97 -4.13 -0.405
C -0.52 2.85 -4.35 -0.022
C -4.30 -3.60 -3.01 -0.016
C 1.58 -2.23 1.92 -0.162
C -0.49 3.68 3.04 -0.067
C 1.94 4.00 3.08 -0.068
C -0.53 0.37 -3.13 -0.343
C -2.50 -2.93 -1.59 -0.094
C 0.52 5.19 4.60 -0.004
C -2.50 1.83 0.29 -0.282
C 4.68 -0.16 0.74 -0.037
C 2.37 1.32 1.02 -0.331
C -3.65 -3.67 -1.79 -0.045
C -5.17 3.25 2.52 -0.390
C 0.79 3.39 2.54 -0.330
C -3.82 -2.80 -4.04 -0.025
C 2.78 0.92 -0.25 -0.088
C -1.36 2.74 -0.18 -0.274
C -1.73 1.05 -3.32 -0.091
C 2.61 -3.01 1.35 -0.233
C 3.11 0.97 2.16 -0.073
C 0.68 0.93 -3.55 -0.085
C 3.61 -3.26 3.53 -0.018
C -0.40 -0.66 2.97 -0.022
C -0.33 -0.96 1.60 -0.119
C -3.84 2.54 0.18 -0.476
C 3.95 0.19 -0.39 -0.062
C 3.61 -3.51 2.14 0.019
C -2.68 -2.04 -3.85 -0.068
C -1.72 2.29 -3.93 -0.049
C 4.26 0.22 2.01 -0.044
C 0.53 -1.17 3.82 0.040
C -2.01 -2.11 -2.61 -0.362
C 1.79 4.91 4.11 -0.030
C 2.61 -2.52 4.11 0.011
C 1.30 -4.33 -3.88 -0.145
H 1.61 0.38 -3.43 0.106
H 1.59 -5.69 -2.42 0.097
H 3.44 -3.12 -0.52 0.118
H -1.97 -2.98 -0.64 0.088
H -6.13 3.08 2.04 0.045
H 0.10 -5.09 -2.41 0.088
H 2.92 3.80 2.68 0.116
H -2.65 2.82 -4.10 0.126
H 0.49 -0.97 4.88 0.142
H 0.90 -4.96 -4.67 0.146
H 2.78 1.29 3.14 0.116
H -1.21 -0.03 3.33 0.121
H -2.33 1.55 1.34 0.090
H 2.60 -2.34 5.17 0.136
H -1.60 4.82 4.46 0.126
H -2.30 -1.42 -4.65 0.120
H -1.44 2.91 -1.25 0.104
H 2.20 1.22 -1.12 0.086
H 5.61 -0.71 0.63 0.125
H -4.81 2.33 2.98 0.037
H -3.99 2.92 -0.83 0.079
H -1.38 3.22 2.61 0.068
H 4.85 -0.05 2.89 0.126
H -4.66 1.85 0.38 0.085
H -1.04 -0.53 0.91 0.087
H -2.68 0.62 -3.01 0.113
H 2.37 -4.23 -4.06 0.148
H 2.19 -4.17 -0.31 0.097
H 2.66 5.41 4.52 0.128
H -5.20 -4.18 -3.17 0.129
H -4.04 -4.29 -0.99 0.122
H -4.34 -2.76 -4.99 0.128
H -2.49 0.91 -0.31 0.093
H 4.31 -0.08 -1.37 0.119
H -5.31 4.00 3.30 0.040
H -0.52 3.81 -4.85 0.127
H 4.40 -4.10 1.70 0.136
H 0.41 5.91 5.41 0.131
H 4.40 -3.66 4.14 0.130
H 1.61 2.60 -4.51 0.123
H -1.44 3.70 0.33 0.091